1.
Formula: C3H11N2O
Source: the Open Molecules 2025 dataset
Level of theory: ωB97M-V with the def2-TZVPD basis set

Last columns: bonded neighbours and bond lengths (Å).
Geometry (Å):
1 C 0.756 -0.409 2.011  N2 1.412, O4 1.325, H5 1.083
2 N -0.198 0.619 2.181  C1 1.412, C3 1.426, H6 1.000
3 C -1.113 0.996 1.154  N2 1.426, H7 1.086, H8 1.106, H9 1.102
4 O 0.794 -1.180 0.935  C1 1.325
5 H 1.415 -0.599 2.849  C1 1.083
6 H -0.252 1.086 3.063  N2 1.000
7 H -1.718 1.823 1.516  C3 1.086
8 H -1.777 0.146 0.913  C3 1.106
9 H -0.581 1.259 0.225  C3 1.102
10 C 0.719 -0.032 -2.356  N11 1.487, H12 1.083, H13 1.088, H14 1.083
11 N -0.020 -0.902 -1.403  C10 1.487, H15 1.125, H16 1.015, H17 1.018
12 H 1.759 -0.334 -2.349  C10 1.083
13 H 0.280 -0.133 -3.347  C10 1.088
14 H 0.579 0.985 -2.014  C10 1.083
15 H 0.402 -0.892 -0.360  N11 1.125
16 H -0.070 -1.865 -1.720  N11 1.015
17 H -0.976 -0.567 -1.297  N11 1.018

Output
- 2S+1: 2
- Expectation value of S²: 0.7536
- E: -305.52639 Eh
- Relative energy (zero: lowest compared OMol25 entry of this formula, charge and spin): 119.28 kJ/mol
- E_LUMO (alpha / beta): 0.014 / 0.012 Ha

Löwdin atomic charge list, values in e, 4 entries: -0.38, -0.13, -0.16, -0.24

***

2.
Formula: C3H11N2O
Source: the Open Molecules 2025 dataset
Level of theory: ωB97M-V with the def2-TZVPD basis set

Last columns: bonded neighbours and bond lengths (Å).
Geometry (Å):
1 C -1.964 1.230 -1.183  C2 1.532, H6 1.080, H7 1.081, H8 1.091
2 C -1.435 0.759 0.175  C1 1.532, N3 1.482, H9 1.082, H10 1.093
3 N -0.939 -0.632 0.056  C2 1.482, C4 1.342, H11 1.006
4 C 0.284 -1.029 0.439  N3 1.342, N5 1.307, H12 1.082
5 N 0.788 -0.854 1.633  C4 1.307, H13 1.014, H14 1.011
6 H -3.015 1.473 -1.129  C1 1.080
7 H -1.828 0.415 -1.880  C1 1.081
8 H -1.428 2.117 -1.524  C1 1.091
9 H -2.185 0.831 0.953  C2 1.082
10 H -0.583 1.398 0.422  C2 1.093
11 H -1.692 -1.294 -0.032  N3 1.006
12 H 1.040 -1.403 -0.237  C4 1.082
13 H 0.271 -0.487 2.426  N5 1.014
14 H 1.784 -0.699 1.703  N5 1.011
15 H 2.759 1.154 -0.809  O17 0.974
16 H 3.217 0.087 -1.731  O17 0.971
17 O 2.687 0.189 -0.923  H15 0.974, H16 0.971

Output
- 2S+1: 1
- E: -305.38123 Eh
- Relative energy (zero: lowest compared OMol25 entry of this formula, charge and spin): 187.72 kJ/mol
- E_LUMO: -0.171 Ha
- Charge: +1

Löwdin atomic charge list, values in e, 4 entries: -0.06, -0.21, 0.02, -0.12

***

3.
Formula: C3H11N2O
Source: the Open Molecules 2025 dataset
Level of theory: ωB97M-V with the def2-TZVPD basis set

Last columns: bonded neighbours and bond lengths (Å).
Geometry (Å):
1 C 1.914 0.172 -1.231  C2 1.517, H6 1.089, H7 1.089, H8 1.093
2 C 0.659 -0.097 -0.421  C1 1.517, N3 1.473, H9 1.095, H10 1.113
3 N 0.882 -0.372 1.008  C2 1.473, C4 1.304, H11 1.015
4 C 2.010 -0.809 1.497  N3 1.304, N5 1.337, H12 1.092
5 N 2.206 -0.839 2.819  C4 1.337, H13 1.007, H14 1.009
6 H 2.425 -0.754 -1.492  C1 1.089
7 H 1.666 0.516 -2.234  C1 1.089
8 H 2.611 0.908 -0.823  C1 1.093
9 H -0.008 0.769 -0.474  C2 1.095
10 H 0.037 -0.956 -0.758  C2 1.113
11 H 0.320 0.105 1.706  N3 1.015
12 H 2.801 -1.191 0.849  C4 1.092
13 H 2.741 -1.541 3.303  N5 1.007
14 H 1.687 -0.181 3.381  N5 1.009
15 H -5.936 0.814 -3.283  O17 0.969
16 H -6.845 1.223 -2.264  O17 0.962
17 O -6.335 1.638 -2.966  H15 0.969, H16 0.962

Output
- 2S+1: 1
- E: -305.40257 Eh
- Relative energy (zero: lowest compared OMol25 entry of this formula, charge and spin): 131.70 kJ/mol
- E_LUMO: -0.147 Ha
- Charge: +1

Löwdin atomic charge list, values in e, 4 entries: -0.08, -0.19, 0.07, -0.12

***

4.
Formula: C3H11N2O
Source: the Open Molecules 2025 dataset
Level of theory: ωB97M-V with the def2-TZVPD basis set

Last columns: bonded neighbours and bond lengths (Å).
Geometry (Å):
1 C 2.472 0.684 -0.274  C3 1.483, H7 1.124, H8 1.150, H9 1.112
2 C 0.981 -1.464 -0.188  C3 1.540, H10 1.147, H11 1.094, H12 1.044
3 C 1.157 0.054 -0.004  C1 1.483, C2 1.540, N5 1.333
4 N -3.222 -0.498 0.095  O6 1.320, H13 1.009, H14 1.017, H16 0.973
5 N 0.162 0.795 0.485  C3 1.333, H15 0.988, H17 1.125
6 O -2.445 0.504 0.462  N4 1.320
7 H 2.193 1.381 -1.110  C1 1.124
8 H 2.712 1.401 0.593  C1 1.150
9 H 3.228 -0.068 -0.588  C1 1.112
10 H 1.590 -1.980 0.636  C2 1.147
11 H -0.049 -1.820 -0.285  C2 1.094
12 H 1.520 -1.598 -1.072  C2 1.044
13 H -2.951 -0.969 -0.755  N4 1.009
14 H -3.137 -1.099 0.910  N4 1.017
15 H 0.131 1.782 0.480  N5 0.988
16 H -4.158 -0.247 0.002  N4 0.973
17 H -0.909 0.456 0.554  N5 1.125

Output
- 2S+1: 1
- E: -305.31635 Eh
- Relative energy (zero: lowest compared OMol25 entry of this formula, charge and spin): 358.08 kJ/mol
- E_LUMO: -0.135 Ha
- Charge: +1

Löwdin atomic charge list, values in e, 4 entries: -0.01, 0.01, -0.29, 0.02

***

5.
Formula: C3H11N2O2
Source: the Open Molecules 2025 dataset
Level of theory: ωB97M-V with the def2-TZVPD basis set

Last columns: bonded neighbours and bond lengths (Å).
Geometry (Å):
1 C -1.195 -0.096 -0.124  N2 1.485, C5 1.601, H7 1.061, H8 1.226
2 N -0.151 -0.345 -1.149  C1 1.485, C3 1.509, H9 1.127
3 C 0.282 0.901 -1.880  N2 1.509, O4 1.241, H10 1.212, H11 1.164
4 O -0.087 0.798 -3.061  C3 1.241
5 C -0.555 -0.277 1.332  C1 1.601, N6 1.537, H12 1.115, H13 1.166
6 N -0.051 0.986 2.050  C5 1.537, H14 0.932, H15 0.974
7 H -1.514 0.912 -0.217  C1 1.061
8 H -2.101 -0.921 -0.188  C1 1.226
9 H -0.649 -0.920 -1.980  N2 1.127
10 H -0.285 1.856 -1.393  C3 1.212
11 H 1.384 1.189 -1.637  C3 1.164
12 H -1.259 -0.825 2.002  C5 1.115
13 H 0.526 -0.689 1.183  C5 1.166
14 H 0.249 1.642 1.460  N6 0.932
15 H -0.849 1.263 2.535  N6 0.974
16 H 1.903 -1.440 -0.279  O18 1.011
17 H 1.856 -2.307 0.859  O18 0.941
18 O 2.497 -1.727 0.487  H16 1.011, H17 0.941

Output
- 2S+1: 1
- E: -380.80876 Eh
- Relative energy (zero: lowest compared OMol25 entry of this formula, charge and spin): 239.13 kJ/mol
- E_LUMO: 0.144 Ha
- Charge: -1

Löwdin atomic charge list, values in e, 4 entries: -0.27, -0.10, -0.69, -0.27

***

6.
Formula: C3H11N2O2
Source: the Open Molecules 2025 dataset
Level of theory: ωB97M-V with the def2-TZVPD basis set

Last columns: bonded neighbours and bond lengths (Å).
Geometry (Å):
1 C -1.466 1.134 -0.747  O6 1.422, H8 1.116, H9 1.083
2 C 0.848 0.434 0.491  C3 1.476, N4 1.352, H10 1.098
3 C 0.813 -0.946 -0.033  C2 1.476, N5 1.488, O7 1.409, H11 1.091
4 N 1.832 1.317 0.209  C2 1.352, H12 1.069, H13 0.959
5 N -0.303 -1.539 0.751  C3 1.488, H14 1.046, H15 1.046, H16 1.081
6 O -2.217 0.133 -0.071  C1 1.422, H17 1.013
7 O 0.604 -1.038 -1.423  C3 1.409, H18 0.940
8 H -1.977 2.099 -0.519  C1 1.116
9 H -1.117 0.933 -1.753  C1 1.083
10 H 0.184 0.689 1.327  C2 1.098
11 H 1.657 -1.621 0.120  C3 1.091
12 H 2.494 0.856 -0.491  N4 1.069
13 H 2.158 2.133 0.594  N4 0.959
14 H -0.036 -1.352 1.745  N5 1.046
15 H -0.168 -2.557 0.550  N5 1.046
16 H -1.287 -1.173 0.492  N5 1.081
17 H -2.833 0.683 0.515  O6 1.013
18 H 0.815 -0.184 -1.756  O7 0.940

Output
- 2S+1: 1
- E: -380.49414 Eh
- Relative energy (zero: lowest compared OMol25 entry of this formula, charge and spin): 576.90 kJ/mol
- E_LUMO (alpha / beta): -0.116 / -0.118 Ha
- Charge: +1

Löwdin atomic charge list, values in e, 4 entries: -0.02, -0.19, -0.39, 0.11

***

7.
Formula: C3H11N2O2S
Source: the Open Molecules 2025 dataset
Level of theory: ωB97M-V with the def2-TZVPD basis set

Last columns: bonded neighbours and bond lengths (Å).
Geometry (Å):
1 N -1.220 0.265 0.260  C2 1.505, H8 1.024, H9 1.011, H10 1.021
2 C 0.234 -0.092 0.115  N1 1.505, C3 1.523, C5 1.534, H11 1.068
3 C 0.768 -0.672 1.417  C2 1.523, S4 1.830, H12 1.078, H13 1.086
4 S -0.362 -1.888 2.187  C3 1.830, H14 1.328
5 C 0.928 1.247 -0.167  C2 1.534, N6 1.340, O7 1.212
6 N 2.139 1.180 -0.737  C5 1.340, H15 1.003, H16 0.977
7 O 0.347 2.261 0.155  C5 1.212
8 H -1.859 -0.535 0.306  N1 1.024
9 H -1.405 0.793 1.103  N1 1.011
10 H -1.497 0.776 -0.579  N1 1.021
11 H 0.282 -0.841 -0.645  C2 1.068
12 H 1.605 -1.300 1.161  C3 1.078
13 H 1.127 0.093 2.099  C3 1.086
14 H 0.549 -2.416 2.996  S4 1.328
15 H 2.624 2.031 -0.951  N6 1.003
16 H 2.623 0.335 -0.813  N6 0.977
17 H -2.967 -0.778 -2.629  O19 0.968
18 H -1.779 -0.007 -3.029  O19 0.969
19 O -2.138 -0.453 -2.248  H17 0.968, H18 0.969

Output
- 2S+1: 1
- E: -778.86892 Eh
- Relative energy (zero: lowest compared OMol25 entry of this formula, charge and spin): 59.05 kJ/mol
- E_LUMO: -0.112 Ha
- Charge: +1

Löwdin atomic charge list, values in e, 4 entries: 0.19, -0.27, -0.49, 0.76

***

8.
Formula: C3H11N2O3
Source: the Open Molecules 2025 dataset
Level of theory: ωB97M-V with the def2-TZVPD basis set

Last columns: bonded neighbours and bond lengths (Å).
Geometry (Å):
1 C -1.396 1.596 1.864  C2 1.364, N5 1.416, H6 0.985
2 C -0.382 1.893 1.003  C1 1.364, N3 1.372, H7 1.059
3 N -0.311 0.846 0.119  C2 1.372, C4 1.425, H8 0.977
4 C -1.353 -0.081 0.414  N3 1.425, N5 1.397, H9 1.125
5 N -2.038 0.376 1.543  C1 1.416, C4 1.397, H10 0.939
6 H -1.732 2.025 2.685  C1 0.985
7 H 0.201 2.774 0.930  C2 1.059
8 H 0.439 0.583 -0.450  N3 0.977
9 H -1.653 -0.998 -0.164  C4 1.125
10 H -2.674 0.047 2.151  N5 0.939
11 H 1.023 -1.604 -3.289  O13 0.899
12 H -0.080 -0.670 -3.703  O13 0.954
13 O 0.421 -1.019 -2.970  H11 0.899, H12 0.954
14 H -0.109 -2.813 0.881  O16 1.019
15 H 1.222 -2.867 0.215  O16 0.983
16 O 0.574 -2.175 0.477  H14 1.019, H15 0.983
17 H 2.618 1.422 -1.019  O19 1.042
18 H 2.858 -0.056 -0.398  O19 0.924
19 O 2.372 0.722 -0.288  H17 1.042, H18 0.924

Output
- 2S+1: 1
- E: -455.87303 Eh
- Relative energy (zero: lowest compared OMol25 entry of this formula, charge and spin): 212.39 kJ/mol
- E_LUMO: -0.116 Ha
- Charge: +1

Löwdin atomic charge list, values in e, 4 entries: -0.01, -0.02, 0.12, 0.02